Entry 1:
This record from the OMol25 dataset describes a cluster of 2 separate species, C31H31F5N3O3 in total in a non-equilibrium geometry. The level of theory is wB97M-V/def2-TZVPD.

Its spin multiplicity is 1. Its energy relative to the best compared isomer or geometry (same formula, charge and spin) is 2.40 kcal per mole. Its net charge is +1. The HOMO energy is -9.9 eV. The calculated total energy is -2088.9140 Ha. The calculation puts the HOMO-LUMO gap at 5.16 eV.

Positions of all 73 atoms, in Å:
C 1.574 5.536 0.011
N 0.786 4.335 -0.148
C -0.227 4.265 -1.059
O -0.630 5.198 -1.752
C -0.776 2.837 -1.009
C -0.499 2.099 -2.316
C -1.140 2.788 -3.481
C -0.392 3.527 -4.400
F 0.959 3.580 -4.257
C -0.988 4.255 -5.423
F -0.241 4.987 -6.275
C -2.377 4.218 -5.565
F -2.975 4.908 -6.553
C -3.147 3.457 -4.684
F -4.486 3.400 -4.829
C -2.521 2.761 -3.656
F -3.284 2.046 -2.780
N -0.094 2.272 0.157
C -0.346 0.999 0.528
C 0.341 0.309 1.518
C 0.096 -1.012 1.898
C 0.575 -1.556 3.147
C 0.007 -2.736 3.702
C 0.562 -3.363 4.810
C 1.648 -2.783 5.479
C 2.127 -1.538 5.055
C 1.603 -0.928 3.914
C 0.976 3.151 0.683
C 2.372 2.566 0.437
C 0.773 3.513 2.158
H 1.301 6.240 -0.777
H 1.379 6.010 0.982
H 2.640 5.290 -0.061
H -1.866 2.863 -0.852
H 0.589 2.076 -2.476
H -0.868 1.068 -2.221
H -1.186 0.524 0.009
H 1.104 0.872 2.049
H -0.587 -1.615 1.291
H -0.907 -3.117 3.243
H 0.146 -4.306 5.161
H 2.087 -3.275 6.345
H 2.920 -1.034 5.612
H 1.980 0.052 3.607
H 2.529 2.418 -0.641
H 3.122 3.266 0.822
H 2.492 1.607 0.945
H -0.180 4.046 2.275
H 0.762 2.626 2.794
H 1.595 4.164 2.474
C 0.426 -1.847 -4.102
C -0.455 -2.101 -2.907
O 0.252 -2.994 -2.007
C -0.394 -3.175 -0.820
C 0.398 -3.936 0.106
N -0.209 -4.849 0.955
C -1.586 -4.939 1.119
C -2.121 -5.620 2.194
C -1.295 -6.282 3.101
C 0.077 -6.316 2.823
C 0.598 -5.662 1.732
O -1.515 -2.679 -0.622
H -0.084 -1.142 -4.763
H 1.372 -1.385 -3.799
H 0.596 -2.762 -4.680
H -0.681 -1.161 -2.386
H -1.410 -2.551 -3.205
H 1.404 -4.200 -0.222
H -2.183 -4.404 0.392
H -3.204 -5.590 2.298
H -1.716 -6.760 3.983
H 0.761 -6.849 3.475
H 1.645 -5.664 1.445

Formally, the Mulliken partial charges of the atoms, in units of the elementary charge, are as follows:
1 C -0.960
2 N 0.282
3 C 0.143
4 O -0.682
5 C -0.173
6 C -0.089
7 C -0.283
8 C 0.175
9 F -0.363
10 C 0.343
11 F -0.278
12 C 0.650
13 F -0.273
14 C 0.152
15 F -0.281
16 C 0.232
17 F -0.359
18 N 0.485
19 C 0.196
20 C 0.009
21 C -0.083
22 C 0.695
23 C -0.537
24 C -0.482
25 C -0.583
26 C -0.614
27 C -0.466
28 C 0.044
29 C -1.478
30 C -1.593
31 H 0.376
32 H 0.310
33 H 0.325
34 H 0.675
35 H 0.549
36 H -0.292
37 H 0.696
38 H -0.568
39 H 0.442
40 H 0.480
41 H 0.461
42 H 0.407
43 H 0.390
44 H 0.283
45 H 0.314
46 H 0.493
47 H 0.427
48 H 0.397
49 H 0.342
50 H 0.474
51 C -1.343
52 C 0.600
53 O -0.374
54 C 0.447
55 C -0.286
56 N 0.337
57 C -0.130
58 C -0.644
59 C -0.224
60 C -0.680
61 C -0.261
62 O -0.735
63 H 0.400
64 H 0.313
65 H 0.374
66 H -0.297
67 H 0.287
68 H 0.321
69 H 0.480
70 H 0.398
71 H 0.444
72 H 0.414
73 H 0.347

Entry 2:
This record from the OMol25 dataset describes a structure of composition C39H45CsNOP in a non-equilibrium geometry. The level of theory is wB97M-V/def2-TZVPD.

Its spin multiplicity is 1. Its energy relative to the best compared isomer or geometry (same formula, charge and spin) is 10.79 kcal per mole. The HOMO energy is -5.6 eV. The calculated total energy is -2004.5904 Ha. The calculation puts the HOMO-LUMO gap at 5.73 eV.

Positions of all 88 atoms, in Å:
Cs -0.411 -0.946 1.588
C -4.159 1.374 2.545
C -4.106 0.489 1.318
C -4.447 -0.863 1.409
C -4.723 -1.491 2.758
C -4.501 -1.649 0.253
C -4.954 -3.089 0.334
C -4.138 -1.099 -0.981
C -4.095 -1.980 -2.208
C -3.785 0.252 -1.070
C -3.484 0.864 -2.420
C -3.740 1.038 0.085
C -3.253 2.467 0.016
H -3.202 1.401 3.076
H -4.920 1.030 3.241
H -4.413 2.396 2.270
H -5.794 -1.495 2.983
H -4.216 -0.953 3.556
H -4.373 -2.521 2.786
H -5.464 -3.388 -0.580
H -5.651 -3.235 1.156
H -4.108 -3.766 0.483
H -5.076 -2.041 -2.690
H -3.787 -2.991 -1.949
H -3.386 -1.601 -2.941
H -2.435 0.732 -2.703
H -3.699 1.930 -2.422
H -4.100 0.410 -3.194
H -4.081 3.167 -0.137
H -2.544 2.604 -0.798
H -2.739 2.752 0.932
C -0.828 -5.084 -0.382
N 0.275 -4.156 -0.234
C 0.686 -3.646 -1.527
C 1.401 -4.787 0.456
C 2.477 -3.818 0.913
C 3.810 -4.150 0.674
C 4.836 -3.346 1.156
C 4.513 -2.204 1.872
C 3.171 -1.876 2.068
C 2.101 -2.657 1.610
H -0.566 -5.967 -0.991
H -1.670 -4.581 -0.865
H -1.149 -5.433 0.601
H 0.993 -4.452 -2.217
H 1.530 -2.969 -1.390
H -0.139 -3.095 -1.987
H 1.846 -5.573 -0.183
H 0.994 -5.283 1.342
H 4.064 -5.047 0.111
H 5.872 -3.614 0.981
H 5.299 -1.567 2.270
H 2.957 -0.953 2.616
O 0.914 1.029 1.105
P 1.690 1.966 0.245
C 2.678 1.157 -1.033
C 3.389 1.918 -1.962
C 4.170 1.292 -2.917
C 4.253 -0.096 -2.941
C 3.556 -0.854 -2.013
C 2.762 -0.232 -1.061
C 2.875 2.950 1.194
C 3.383 2.373 2.355
C 4.355 3.031 3.091
C 4.821 4.269 2.670
C 4.311 4.851 1.517
C 3.339 4.196 0.779
C 0.599 3.140 -0.599
C 0.233 2.982 -1.932
C -0.664 3.867 -2.512
C -1.196 4.908 -1.763
C -0.842 5.063 -0.429
C 0.055 4.181 0.153
H 3.332 3.000 -1.925
H 4.720 1.883 -3.638
H 4.870 -0.587 -3.683
H 3.639 -1.934 -2.014
H 2.233 -0.819 -0.321
H 3.016 1.401 2.664
H 4.747 2.578 3.991
H 5.583 4.782 3.242
H 4.668 5.821 1.195
H 2.927 4.658 -0.111
H 0.658 2.170 -2.510
H -0.950 3.749 -3.550
H -1.889 5.602 -2.220
H -1.263 5.873 0.152
H 0.343 4.290 1.192

Formally, the Mulliken partial charges of the atoms, in units of the elementary charge, are as follows:
1 Cs 1.231
2 C -2.141
3 C 0.410
4 C 1.862
5 C -2.708
6 C 0.722
7 C -2.307
8 C 1.800
9 C -2.605
10 C 0.540
11 C -2.241
12 C 1.690
13 C -2.097
14 H 0.299
15 H 0.520
16 H 0.435
17 H 0.381
18 H 0.444
19 H 0.490
20 H 0.486
21 H 0.491
22 H 0.360
23 H 0.354
24 H 0.395
25 H 0.439
26 H 0.355
27 H 0.492
28 H 0.509
29 H 0.388
30 H -0.202
31 H 0.483
32 C -0.775
33 N 0.366
34 C -0.904
35 C -1.097
36 C 0.071
37 C -0.504
38 C -0.696
39 C -0.523
40 C -0.124
41 C -0.336
42 H 0.359
43 H 0.047
44 H 0.315
45 H 0.322
46 H 0.082
47 H 0.252
48 H 0.274
49 H 0.441
50 H 0.299
51 H 0.359
52 H 0.372
53 H 0.312
54 O -0.631
55 P 1.253
56 C -0.198
57 C -0.004
58 C -0.791
59 C -0.704
60 C -0.152
61 C -0.096
62 C 0.342
63 C -0.392
64 C -0.674
65 C -0.440
66 C -0.796
67 C -0.101
68 C 0.402
69 C -0.508
70 C -0.854
71 C -0.371
72 C -0.836
73 C -0.532
74 H 0.318
75 H 0.402
76 H 0.399
77 H 0.502
78 H 0.223
79 H 0.161
80 H 0.438
81 H 0.389
82 H 0.409
83 H 0.333
84 H 0.499
85 H 0.454
86 H 0.401
87 H 0.429
88 H 0.537

Entry 3:
This record from the OMol25 dataset describes an isolated molecule of C2H2OS3 in a non-equilibrium geometry. The level of theory is wB97M-V/def2-TZVPD.

Its spin multiplicity is 1. Its energy relative to the best compared isomer or geometry (same formula, charge and spin) is 17.78 kcal per mole. Its SMILES is O=C(S)C(=S)S. The HOMO energy is -9.2 eV. The calculated total energy is -1347.1632 Ha. The calculation puts the HOMO-LUMO gap at 7.40 eV.

Positions of all 8 atoms, in Å:
O -0.469 0.847 -1.497
C -0.475 -0.001 -0.653
S -1.936 -0.855 -0.280
C 0.498 -0.118 0.460
S 0.494 -0.986 1.878
S 1.981 0.793 0.126
H -2.712 0.005 -1.211
H 2.619 0.316 1.177

Formally, the Mulliken partial charges of the atoms, in units of the elementary charge, are as follows:
1 O -0.463
2 C 0.619
3 S -0.236
4 C 0.062
5 S -0.179
6 S -0.135
7 H 0.181
8 H 0.150

Entry 4:
This record from the OMol25 dataset describes a structure of composition C13H13BF4N3O8Pd in a non-equilibrium geometry. The level of theory is wB97M-V/def2-TZVPD.

Its spin multiplicity is 5. Its energy relative to the best compared isomer or geometry (same formula, charge and spin) is 53.37 kcal per mole. Its net charge is +1. The HOMO energy (alpha / beta) is -13.5 / -14.3 eV. The calculated total energy is -1821.1280 Ha. The calculation puts the HOMO-LUMO gap (alpha / beta) at 8.79 / 5.83 eV.

Positions of all 43 atoms, in Å:
Pd 0.700 -0.647 1.014
O 4.801 0.141 1.025
C 3.610 0.330 1.044
O 2.680 -0.574 1.035
C 3.134 1.796 1.061
C 4.098 2.777 1.093
C 3.698 4.104 1.081
C 2.366 4.509 1.063
C 1.378 3.557 1.005
C 1.742 2.123 1.024
O 0.828 1.242 0.982
N -0.001 4.012 0.913
O -0.909 3.229 0.764
O -0.141 5.213 0.981
N 4.754 5.151 1.075
O 5.897 4.760 1.075
O 4.364 6.296 1.073
H 5.148 2.521 1.112
H 2.109 5.559 1.065
O -1.326 -0.618 0.897
C -1.994 -0.833 -0.165
C -3.490 -0.838 -0.098
C -4.134 -2.185 -0.525
C -3.227 -3.170 -1.263
C -2.742 -2.686 -2.629
C -2.163 -1.267 -2.574
N -1.419 -1.032 -1.339
H -3.849 -0.022 -0.731
H -3.774 -0.597 0.924
H -5.006 -1.977 -1.147
H -4.497 -2.685 0.372
H -3.781 -4.097 -1.408
H -2.369 -3.424 -0.633
H -3.568 -2.686 -3.342
H -1.989 -3.382 -3.002
H -2.965 -0.532 -2.630
H -1.489 -1.093 -3.410
H -0.418 -1.161 -1.370
F 1.868 -4.743 1.752
B 0.850 -4.791 0.922
F 0.550 -2.512 0.938
F 1.047 -4.739 -0.386
F -0.372 -5.028 1.365

Formally, the Mulliken partial charges of the atoms, in units of the elementary charge, are as follows:
1 Pd 1.120
2 O -0.506
3 C 0.491
4 O -0.557
5 C -0.209
6 C -0.507
7 C -0.228
8 C -0.034
9 C -0.858
10 C 1.470
11 O -0.332
12 N 1.027
13 O -0.591
14 O -0.583
15 N 1.080
16 O -0.572
17 O -0.572
18 H 0.665
19 H 0.690
20 O -0.632
21 C 1.092
22 C -0.947
23 C -0.623
24 C -0.571
25 C -0.472
26 C -0.788
27 N 0.019
28 H 0.377
29 H 0.296
30 H 0.300
31 H 0.384
32 H 0.397
33 H 0.158
34 H 0.337
35 H 0.328
36 H 0.254
37 H 0.445
38 H 0.210
39 F -0.201
40 B 0.698
41 F -0.594
42 F -0.235
43 F -0.229